[1]
Here is a structure of composition C23H28MnN3O4PS2SiTe from the Open Molecules 2025 dataset. Energies are from ωB97M-V with the def2-TZVPD basis set.

Properties
**Gap between HOMO and LUMO (spin up / spin down)**: 6.665 / 7.467 eV
**Calculated total energy**: -114424.220 eV
**Largest force on an atom**: 0.4 eV/Å
**<S²>**: 6.114

Geometry as ORCA input:
```
! wB97M-V def2-TZVPD RIJCOSX def2/J DEFGRID3
* xyz -1 5
Mn -0.83527 -0.48372 0.26765
S -2.23877 -2.19661 -0.52595
C -2.80062 -2.94098 0.94093
C -3.62733 -4.10260 0.80194
N -4.28862 -5.03524 0.67312
C -2.49233 -2.46880 2.17077
S -1.50842 -1.03746 2.37584
C -2.94155 -3.11065 3.36446
N -3.28040 -3.60468 4.34752
C 0.60050 3.62970 0.33654
Si -0.16039 2.35895 1.48939
C 0.19998 2.89298 3.26214
C -2.03137 2.41491 1.34358
N 0.40541 0.75257 1.13228
C 1.65847 0.26671 1.42571
C 2.67448 0.97927 2.07631
C 3.91538 0.41268 2.33536
C 4.20206 -0.88408 1.94697
C 3.22809 -1.61522 1.27284
C 2.00360 -1.03837 1.02700
O 1.00689 -1.68580 0.29991
C 1.00727 -3.07862 0.21815
C 1.16257 -3.65518 -1.02543
C 1.07264 -5.03692 -1.12611
C 0.83516 -5.80865 0.00175
C 0.68205 -5.20199 1.24240
C 0.76700 -3.82361 1.35962
H 0.13699 4.60955 0.47904
H 0.48741 3.32804 -0.70538
H 1.67087 3.73341 0.53581
H -0.52621 3.66923 3.52269
H 1.19306 3.31556 3.41881
H 0.06348 2.06603 3.96205
H -2.33566 3.45873 1.21902
H -2.49062 2.03553 2.25833
H -2.44709 1.85148 0.50822
H 2.48902 1.99800 2.38886
H 4.66245 1.00389 2.85069
H 5.16704 -1.32674 2.15276
H 3.41983 -2.62523 0.93527
H 1.30088 -3.02263 -1.89241
H 1.16949 -5.50751 -2.09593
H 0.75133 -6.88406 -0.08631
H 0.47362 -5.80099 2.11925
H 0.62232 -3.31708 2.30550
C 2.14238 3.30467 -3.40531
C 1.17693 2.21136 -3.79924
O 0.46416 1.81581 -2.62424
P -0.74392 0.75538 -2.71237
O -1.19648 0.64601 -1.26022
Te -0.15130 -1.19326 -3.83202
O -1.89419 1.55873 -3.48680
C -2.61168 2.58943 -2.77996
C -3.94633 2.05836 -2.31103
H 2.71952 3.62080 -4.27575
H 2.83340 2.94538 -2.64263
H 1.61160 4.16985 -3.00697
H 1.69651 1.33898 -4.20188
H 0.46667 2.56005 -4.55452
H -2.73462 3.40787 -3.49077
H -2.01243 2.95137 -1.94114
H -4.50828 1.65839 -3.15529
H -4.53061 2.85625 -1.84845
H -3.80600 1.26077 -1.58236
*
```


[2]
Here is an isolated molecule of C16H25N3O3S from the Open Molecules 2025 dataset. Energies are from ωB97M-V with the def2-TZVPD basis set.

Properties
**Gap between HOMO and LUMO**: 8.209 eV
**Calculated total energy**: -38446.161 eV
**Largest force on an atom**: 1.1 eV/Å
**Structure (SMILES)**: CC(C)CC(=O)Nc1ccc(N2CCN(S(C)(=O)=O)CC2)cc1

Geometry as ORCA input:
```
! wB97M-V def2-TZVPD RIJCOSX def2/J DEFGRID3
* xyz 0 1
C 5.32689 1.40883 -1.67777
C 5.98057 0.59263 -0.56437
C 6.25626 -0.83258 -1.03395
C 5.12674 0.58877 0.71917
C 3.75475 -0.02631 0.49684
O 3.54285 -1.21419 0.61223
N 2.80767 0.89164 0.15378
C 1.45903 0.69018 -0.16319
C 0.67770 1.80616 -0.45565
C -0.65671 1.67434 -0.76977
C -1.27859 0.42019 -0.79619
N -2.61847 0.32454 -1.16999
C -3.58074 1.23332 -0.58058
C -4.10236 0.66869 0.74965
N -4.67826 -0.62912 0.50305
S -5.77238 -1.20492 1.60285
C -4.82383 -1.63289 3.09407
O -6.32042 -2.41205 1.06444
O -6.65145 -0.12432 1.93157
C -3.75928 -1.57572 -0.08047
C -3.22430 -0.97102 -1.38695
C -0.47796 -0.69129 -0.52057
C 0.86262 -0.56355 -0.21228
H 5.12425 2.42720 -1.34950
H 5.99081 1.46066 -2.53774
H 4.39502 0.94880 -1.99924
H 6.93694 1.06596 -0.31047
H 6.86281 -0.82349 -1.93673
H 6.78704 -1.39140 -0.26711
H 5.32516 -1.35156 -1.24563
H 5.63676 -0.01496 1.47138
H 5.02960 1.60859 1.09765
H 3.10492 1.85538 0.09539
H 1.12521 2.79099 -0.44616
H -1.21744 2.56135 -1.02009
H -3.13427 2.21032 -0.40936
H -4.41932 1.34101 -1.27408
H -4.89073 1.29545 1.16564
H -3.26353 0.60516 1.46290
H -5.53329 -1.99687 3.82475
H -4.11408 -2.40756 2.83739
H -4.33345 -0.73901 3.45515
H -4.31768 -2.49285 -0.26669
H -2.92258 -1.78470 0.60419
H -2.51158 -1.64061 -1.86672
H -4.06991 -0.82248 -2.06569
H -0.89139 -1.68684 -0.53775
H 1.45038 -1.43990 0.00260
*
```


[3]
Here is a cluster of 17 separate species, C68H182N12O27 in total from the Open Molecules 2025 dataset. Energies are from ωB97M-V with the def2-TZVPD basis set.

Properties
**Gap between HOMO and LUMO**: 8.605 eV
**Calculated total energy**: -146618.145 eV
**Largest force on an atom**: 3.0 eV/Å

Geometry as ORCA input:
```
! wB97M-V def2-TZVPD RIJCOSX def2/J DEFGRID3
* xyz 0 1
C -4.64627 -3.35696 0.23269
O -4.67674 -2.14212 0.93086
C -3.84686 -2.06641 2.01182
C -2.49298 -1.53410 1.70554
N -2.41210 -0.14901 1.13978
C -3.33992 0.82705 1.77528
C -3.13192 2.22184 1.16737
O -4.25616 2.98387 1.50102
C -4.25476 4.24787 0.82249
H -5.06898 -4.18506 0.80688
H -3.63133 -3.72868 0.11141
H -5.15090 -3.26431 -0.70387
H -3.74611 -3.03166 2.49291
H -4.40348 -1.34207 2.66014
H -2.00573 -2.14719 0.96851
H -1.96810 -1.65964 2.65138
H -2.72370 -0.17878 0.13391
H -3.15059 0.88742 2.85262
H -4.41485 0.58547 1.56862
H -3.04297 2.13020 0.09636
H -2.21289 2.73702 1.53133
H -5.03278 4.85679 1.26727
H -4.50015 4.19765 -0.23360
H -3.29177 4.72994 0.91929
C -7.88125 -3.30483 11.19556
O -7.77777 -2.69018 9.92034
C -6.77344 -3.26524 9.03617
C -5.29594 -2.90332 9.30472
N -5.20306 -1.47835 9.16630
C -3.95736 -0.73713 9.27956
C -3.60665 -0.04942 8.01938
O -3.30330 -0.92571 6.98498
C -3.46486 -0.34206 5.72602
H -8.56506 -2.70593 11.78087
H -6.91155 -3.23812 11.64282
H -8.27950 -4.30533 11.11729
H -6.99573 -2.81127 8.05828
H -6.97721 -4.35285 8.93816
H -4.70932 -3.35267 8.49545
H -5.03818 -3.39276 10.32404
H -6.03235 -1.00168 9.52735
H -3.14189 -1.39397 9.51526
H -4.05339 -0.08275 10.13350
H -2.66638 0.51263 8.23994
H -4.34890 0.70372 7.65514
H -4.53110 -0.10833 5.53396
H -3.13145 -1.12585 5.10513
H -2.78334 0.53247 5.67334
C -9.57997 -2.71375 1.56206
O -9.21781 -1.44882 0.94134
C -7.93778 -1.46177 0.44749
C -7.45000 0.00158 0.21706
N -6.41865 -0.09073 -0.78836
C -5.73194 1.18885 -1.04186
C -4.73525 1.05218 -2.08879
O -3.65537 0.19294 -1.61981
C -2.69376 0.07985 -2.61588
H -10.55296 -2.49933 1.96689
H -8.90259 -3.08437 2.32034
H -9.58430 -3.54808 0.80686
H -7.91683 -1.93351 -0.56182
H -7.19570 -2.01676 1.08167
H -7.15061 0.54200 1.12528
H -8.23453 0.61024 -0.21178
H -5.69654 -0.76467 -0.48001
H -5.12061 1.53047 -0.21691
H -6.37256 2.06148 -1.29646
H -4.19642 1.99658 -2.36663
H -5.25481 0.56725 -2.98922
H -2.52162 1.00254 -3.18800
H -2.88675 -0.66468 -3.41850
H -1.75838 -0.12044 -2.15497
C -7.88718 1.26813 -4.74317
O -6.62749 1.87061 -4.65222
C -6.36482 2.73500 -5.74090
C -4.92271 3.09080 -5.61458
N -4.10624 1.96020 -5.88725
C -2.65192 2.26421 -5.77499
C -1.67966 1.10802 -5.81538
O -0.38418 1.60415 -5.66853
C 0.61037 0.70408 -5.44422
H -8.70444 2.01451 -4.62107
H -7.90523 0.53202 -3.93646
H -7.99627 0.74101 -5.69458
H -6.94356 3.67431 -5.75964
H -6.57088 2.22365 -6.67854
H -4.81157 3.53695 -4.61765
H -4.62148 3.84729 -6.32492
H -4.31120 1.22898 -5.18153
H -2.38649 2.80448 -4.81970
H -2.35154 2.92901 -6.60618
H -1.69023 0.53654 -6.74647
H -1.96359 0.40421 -5.03553
H 1.58614 1.10565 -5.71212
H 0.36257 -0.18887 -6.09786
H 0.63597 0.33026 -4.35684
C 7.54971 2.88903 -3.51905
O 6.65908 3.64391 -2.71709
C 5.38757 2.98743 -2.64998
C 4.57553 3.68399 -1.50662
N 5.14598 3.54536 -0.21828
C 5.24874 2.16319 0.25791
C 5.80264 2.16325 1.69921
O 7.21332 2.28097 1.72769
C 7.64035 2.59915 3.04386
H 8.43247 3.47321 -3.75094
H 7.15448 2.63666 -4.54798
H 7.86777 1.96161 -3.00103
H 5.47971 1.92140 -2.44524
H 4.90661 3.11741 -3.60989
H 3.52756 3.32485 -1.44819
H 4.49891 4.76139 -1.69502
H 6.06397 4.01580 -0.24407
H 5.98050 1.63812 -0.35697
H 4.25297 1.76646 0.03825
H 5.52393 1.23518 2.25121
H 5.31276 2.97673 2.24130
H 8.71734 2.72420 3.06454
H 7.32717 1.85903 3.76459
H 7.20006 3.50074 3.35141
C 6.23633 -2.16762 -3.22061
C 4.98455 -1.34226 -2.68030
C 4.15937 -0.65988 -3.73714
O 4.99561 -0.07900 -4.66753
C 4.25199 0.75568 -5.55203
N 4.07443 -2.12090 -1.81821
H 6.61223 -2.69318 -2.33210
H 7.02311 -1.58734 -3.74857
H 5.87523 -3.01392 -3.82775
H 5.39498 -0.57823 -2.00870
H 3.49134 0.10944 -3.24541
H 3.45882 -1.41127 -4.20200
H 3.76309 1.66846 -5.15073
H 3.40356 0.17051 -5.96706
H 4.98592 1.11293 -6.32345
H 4.61600 -2.39023 -0.98401
H 3.87648 -2.97550 -2.35712
C -1.04799 3.91350 -1.29027
C -0.30032 5.28511 -1.36816
C -0.88006 6.12382 -0.22358
O -2.14626 6.59055 -0.67047
C -2.69649 7.63120 0.00315
N 1.16434 5.04731 -1.25077
H -0.74564 3.38223 -0.37418
H -0.78872 3.35061 -2.18099
H -2.12040 4.08455 -1.24799
H -0.43106 5.84475 -2.31275
H -0.26327 6.99356 -0.15638
H -0.99673 5.59624 0.71297
H -3.42664 7.26661 0.70235
H -3.13852 8.41450 -0.62426
H -1.85320 8.04525 0.58171
H 1.28842 4.31878 -0.56374
H 1.64950 5.84321 -0.86718
C -1.06037 2.86454 4.76455
C -0.55937 3.32071 6.10256
C 0.89688 3.72044 5.99037
O 1.68759 2.53891 5.78383
C 3.08409 2.62638 5.93940
N -1.33627 4.41261 6.69128
H -0.42287 2.06097 4.39770
H -1.09376 3.63493 3.97647
H -2.03565 2.48858 4.89515
H -0.58553 2.42836 6.75348
H 1.12097 4.13190 7.00640
H 1.06234 4.48963 5.23278
H 3.56983 1.74406 5.60181
H 3.38694 2.77583 6.97497
H 3.54835 3.41054 5.34659
H -1.20627 4.65012 7.64248
H -2.26355 4.50910 6.38208
C 6.66798 -2.51904 2.94128
C 6.66327 -1.37815 1.96949
C 7.85475 -1.37456 1.08406
O 9.09973 -1.41025 1.77048
C 9.69541 -0.19114 2.06464
N 5.51850 -1.38568 1.04904
H 7.60552 -2.61497 3.44913
H 6.38802 -3.43887 2.40534
H 5.89755 -2.30757 3.68422
H 6.63344 -0.42276 2.48054
H 7.80659 -0.47856 0.50755
H 7.86932 -2.17730 0.35236
H 9.21076 0.30955 2.92259
H 9.65412 0.53589 1.23588
H 10.72121 -0.44709 2.35224
H 5.47749 -0.54148 0.45161
H 4.65939 -1.43463 1.59480
C 2.02064 5.79715 -4.55961
C 0.97169 4.75766 -4.92232
C 1.21695 4.38716 -6.38096
O 0.86192 5.47101 -7.24039
C 1.46448 5.29524 -8.48254
N 1.24037 3.53531 -4.17351
H 1.92351 6.66323 -5.15611
H 3.00528 5.34217 -4.63802
H 1.95462 6.08237 -3.50497
H -0.01772 5.17371 -4.75381
H 0.69075 3.47326 -6.75489
H 2.27358 4.12872 -6.53426
H 1.16510 6.18851 -9.00379
H 1.06282 4.40753 -8.98739
H 2.55316 5.24450 -8.39355
H 0.48274 2.86500 -4.23101
H 1.47234 3.71022 -3.20792
C -1.92313 -5.27146 -5.05863
C -1.57835 -4.41293 -3.88350
C -1.01183 -3.07900 -4.41894
O -0.51127 -2.18451 -3.44709
C 0.56527 -2.62808 -2.62129
N -2.81010 -4.14521 -3.12552
H -2.77696 -4.87948 -5.61823
H -2.08509 -6.32375 -4.91409
H -1.09248 -5.24451 -5.75978
H -0.83992 -4.88356 -3.24946
H -1.87553 -2.58938 -4.89902
H -0.20788 -3.24288 -5.17545
H 1.10608 -3.52668 -2.91344
H 0.23309 -2.89417 -1.62058
H 1.22827 -1.74537 -2.63966
H -2.55264 -3.47028 -2.42619
H -3.50430 -3.81736 -3.75927
C 3.07318 -8.26199 -2.35303
C 2.47195 -6.91756 -2.05991
C 3.43908 -5.92869 -1.48664
O 4.15687 -6.46985 -0.39630
C 5.16025 -5.60738 0.08293
N 1.88453 -6.22623 -3.25269
H 3.70923 -8.12167 -3.22516
H 2.28029 -8.98487 -2.52550
H 3.67333 -8.62633 -1.49183
H 1.65816 -7.03173 -1.33583
H 3.02089 -4.97045 -1.31542
H 4.16989 -5.65879 -2.26270
H 5.90921 -6.26602 0.48301
H 4.74866 -4.94991 0.82352
H 5.58178 -4.89124 -0.65594
H 1.02924 -6.64514 -3.54604
H 2.51739 -6.41222 -4.02912
C 0.79339 -0.79689 3.35681
C 1.96317 -0.88232 2.41021
O 3.10851 -1.41656 3.05174
O 0.18948 -2.17688 3.54989
H -0.00412 -0.20298 2.89853
H 1.06735 -0.41643 4.33451
H 2.15077 0.11050 1.97221
H 1.70456 -1.41989 1.49766
H 2.96221 -2.38279 3.18655
H 0.89349 -2.69258 3.97459
C 1.37951 -4.34319 0.69888
C 1.82681 -5.13302 1.89337
O 2.12481 -4.22131 2.99493
O 0.15915 -3.61075 0.95839
H 1.11758 -5.04857 -0.11210
H 2.24089 -3.73083 0.32766
H 2.61705 -5.79282 1.56175
H 0.99765 -5.73072 2.19110
H 2.42773 -4.71518 3.78003
H 0.21896 -3.08105 1.76794
C -1.36044 -6.60766 -0.47512
C -2.82361 -7.11886 -0.61774
O -3.67727 -6.14366 -1.15935
O -0.51879 -7.33265 0.45731
H -1.32398 -5.58441 -0.13908
H -0.82064 -6.58867 -1.42652
H -3.16538 -7.44349 0.37604
H -2.80083 -8.06606 -1.24669
H -3.27440 -5.57198 -1.85600
H -0.96471 -7.18427 1.30402
C 2.80513 4.69460 2.36821
C 2.28979 3.24409 2.20583
O 1.03590 3.41435 1.55404
O 3.15000 5.29593 1.07523
H 3.57396 4.75957 3.14182
H 1.97405 5.34657 2.70536
H 2.12003 2.78689 3.23738
H 2.93690 2.54960 1.64470
H 0.51155 2.63441 1.35451
H 3.82630 4.71553 0.64273
C 0.45833 0.54320 -0.77237
C 1.88301 0.80575 -1.12190
O 2.81445 -0.09324 -0.54789
O 0.13609 0.81118 0.57155
H 0.13481 -0.48787 -0.99206
H -0.06698 1.26300 -1.42938
H 2.06495 1.84033 -0.79862
H 1.94149 0.80329 -2.20108
H 2.93637 -0.81785 -1.18722
H -0.79746 0.46860 0.78274
*
```


[4]
Here is a structure of composition C32H36GeN2O5Pd from the Open Molecules 2025 dataset. Energies are from ωB97M-V with the def2-TZVPD basis set.

Properties
**Gap between HOMO and LUMO**: 5.481 eV
**Calculated total energy**: -106983.327 eV
**Largest force on an atom**: 0.4 eV/Å

Geometry as ORCA input:
```
! wB97M-V def2-TZVPD RIJCOSX def2/J DEFGRID3
* xyz -2 1
Pd 0.39779 -1.27718 0.48908
N -0.99722 -1.07997 2.14747
C -1.88563 -2.20111 2.48265
C -3.10408 -2.30807 1.57238
N -2.82076 -2.44521 0.14538
H -0.31915 -0.95688 2.89512
H -1.53678 -0.21019 2.12138
H -2.25173 -2.11324 3.51613
H -1.29927 -3.12197 2.41938
H -3.73869 -1.42904 1.71142
H -3.67252 -3.17920 1.92788
H -2.98467 -1.54221 -0.29080
H -1.83004 -2.63795 0.00791
C 5.20034 4.23973 0.76391
O 4.23676 4.15732 -0.25663
C 3.63643 2.92548 -0.43818
C 2.56737 2.91160 -1.34731
C 1.92983 1.70550 -1.56741
C 2.28197 0.50091 -0.94877
C 1.52122 -0.72101 -1.28845
C 0.50941 -0.64669 -2.43348
O 1.86685 -1.88100 -0.91980
C 3.38624 0.49970 0.00471
O 3.78862 -0.49720 0.64634
C 4.03073 1.78418 0.20774
H 5.52242 5.28040 0.80230
H 6.06520 3.60108 0.55539
H 4.77947 3.95805 1.73390
H 2.26463 3.82387 -1.84505
H 1.09894 1.70705 -2.26260
H -0.27248 0.09317 -2.26334
H 0.04883 -1.62837 -2.52464
H 1.01994 -0.39838 -3.37105
H 4.83993 1.77544 0.92537
O -2.46796 1.38704 2.11950
C -2.70180 1.34943 0.86762
O -3.68722 0.83202 0.32074
C -1.58208 1.92597 0.00232
C -0.91754 3.15865 0.59734
Ge -0.76255 3.16039 2.55190
C -2.24618 3.93206 3.60899
C -2.37668 5.31909 3.68947
C -3.40205 5.91456 4.41527
C -4.31360 5.12505 5.09999
C -4.19956 3.74254 5.03537
C -3.18661 3.15400 4.28897
C 0.16368 1.64768 3.36745
C -0.16615 1.09682 4.60517
C 0.57223 0.04288 5.12882
C 1.64646 -0.48083 4.41492
C 1.98760 0.05314 3.17859
C 1.24939 1.11787 2.67092
C 0.63329 4.58261 2.89427
C 1.46179 5.10711 1.90251
C 2.44830 6.04533 2.19472
C 2.63712 6.47553 3.49857
C 1.83723 5.95385 4.50924
C 0.85471 5.02372 4.20323
H -1.96050 2.11119 -1.00516
H -0.86568 1.09607 -0.06315
H -1.48644 4.06259 0.34917
H 0.08244 3.29089 0.17993
H -1.65891 5.95244 3.17985
H -3.48316 6.99548 4.44894
H -5.11187 5.58271 5.67386
H -4.91546 3.11548 5.55490
H -3.14324 2.07835 4.19414
H -1.01162 1.48423 5.16398
H 0.30322 -0.37835 6.09191
H 2.21048 -1.31478 4.81777
H 2.79316 -0.35992 2.57988
H 1.52774 1.51771 1.70013
H 1.36357 4.77387 0.87604
H 3.07694 6.41876 1.39504
H 3.40834 7.20192 3.73044
H 1.98325 6.27098 5.53640
H 0.24011 4.62973 5.00784
*
```